C17H23NO2 | ωB97M-V/def2-TZVPD

Last column: Löwdin charge in e.
Positions of all 43 atoms, in Å:
C1 0.08346 2.75383 -0.72290  -0.098
C2 -1.11244 2.53189 0.11907  -0.209
C3 -2.36984 2.11686 -0.54458  -0.419
C4 -3.26690 1.05166 0.04512  -0.021
O1 -2.71095 2.61183 -1.62922  -0.002
C5 -1.05733 2.57870 1.57366  -0.477
C6 0.28298 2.55026 2.29110  -0.026
O2 -2.09812 2.67977 2.25551  -0.066
H1 0.78399 3.44250 -0.22817  0.063
H2 0.63017 1.81616 -0.94275  0.087
H3 -0.20465 3.18127 -1.69275  0.062
H4 -3.30677 1.09791 1.13509  0.062
H5 -4.27427 1.19690 -0.36393  0.077
H6 -2.90893 0.06228 -0.28293  0.087
H7 1.13976 2.81795 1.66665  0.056
H8 0.23195 3.23406 3.14533  0.072
H9 0.45075 1.53619 2.68427  0.088
C7 -4.00916 6.69236 3.86483  -0.025
N1 -4.11935 6.44124 2.43497  -0.190
C8 -5.13915 7.16954 1.69658  -0.032
C9 -3.24607 5.66679 1.80621  -0.026
C10 -3.20055 5.53637 0.40694  -0.051
C11 -2.03078 5.25117 -0.26420  0.006
C12 -1.92672 5.39804 -1.69452  -0.222
C13 -0.66115 5.56875 -2.30841  -0.041
C14 -0.54723 5.75459 -3.68240  -0.074
C15 -1.69882 5.80128 -4.48253  -0.070
C16 -2.96132 5.64375 -3.89210  -0.070
C17 -3.07371 5.40028 -2.52975  -0.029
H10 -4.87570 7.28629 4.16905  0.085
H11 -3.97571 5.74907 4.42594  0.104
H12 -3.08865 7.25155 4.08978  0.101
H13 -5.76132 7.68638 2.43111  0.086
H14 -4.68435 7.90396 1.01645  0.107
H15 -5.75574 6.48619 1.09884  0.101
H16 -2.53212 5.12151 2.43000  0.137
H17 -4.11150 5.74790 -0.16061  0.098
H18 -1.11031 5.11778 0.31712  0.128
H19 0.22475 5.57897 -1.66498  0.115
H20 0.44624 5.87833 -4.11963  0.106
H21 -1.61119 5.97695 -5.55558  0.103
H22 -3.86513 5.71152 -4.49831  0.105
H23 -4.05273 5.19525 -2.09718  0.111

Summary:
Frontier orbital gap (eV): 5.06
Calculated total energy (eV): -23584.2936
Spin multiplicity: 1
ΔE to the lowest compared entry with this formula, charge and spin (kcal per mole): 102.5